1.
Molecular formula: C24H28HfPSe4Te2
Method: DFT, ωB97M-V/def2-TZVPD

Element x y z (Å)
Hf: 0.85076 0.82963 -2.41171
Te: 2.56626 -0.85997 -4.30012
Te: 3.14186 1.96093 -4.03593
Se: 1.89770 -0.48824 -0.36066
Se: 3.13729 2.13634 -1.47758
Se: 0.17872 -1.30816 -3.78741
Se: 0.09267 -2.05962 -0.21602
P: -0.60496 -2.48243 1.97761
C: -1.12362 1.80720 -0.94253
C: 1.00192 -4.90610 1.91578
C: 1.10551 -2.24901 4.23984
C: -1.80722 1.06333 -4.67042
C: 1.59308 -1.42048 5.23569
C: 1.04025 4.65654 -2.40644
C: 0.36790 3.44320 0.30513
C: 1.42917 -0.03705 5.14171
C: -0.53172 2.95027 -3.45938
C: 0.14168 3.42957 -2.29692
C: 0.52992 -0.24690 2.88412
C: 0.88692 0.52955 3.97182
C: -0.19393 -4.19640 2.32487
C: 0.38014 -6.69044 3.46275
C: -1.56864 1.13157 -2.15183
C: -1.03683 -4.75861 3.29359
C: -1.28928 1.74080 -3.40630
C: 1.28481 -6.14122 2.51572
C: 0.49518 -1.63440 3.09401
C: -0.12859 2.83089 -1.04412
C: -1.80707 1.60232 0.32806
C: -2.55279 0.00952 -1.96731
C: -0.76966 -6.01553 3.83592
C: -0.30051 3.67672 -4.72171
H: 1.82266 4.66519 -1.63944
H: 1.86984 0.64431 5.88736
H: 0.62002 1.56520 3.94176
H: -0.98223 3.43193 -5.56628
H: 1.03094 2.79077 0.93148
H: -1.16791 1.20637 -5.59172
H: -2.13172 2.57766 0.79787
H: 0.31665 5.53245 -2.38547
H: 0.29845 0.20468 1.92140
H: -2.82573 -0.55909 -2.88196
H: -0.26223 4.73356 -4.49972
H: -1.22836 1.08956 1.11216
H: 0.66763 -7.62852 3.95763
H: 1.63612 -4.47012 1.15239
H: 0.87179 4.41004 0.11900
H: -2.88661 1.37076 -4.77442
H: -3.50282 0.45413 -1.63422
H: 1.16305 -3.29793 4.39765
H: -1.35010 -6.45346 4.64408
H: -1.83474 -4.14553 3.62876
H: -2.71140 0.97420 0.20425
H: 2.24015 -6.66707 2.35413
H: -1.77639 -0.02131 -4.48035
H: -2.22299 -0.62053 -1.09010
H: -0.48427 3.74157 0.94885
H: 0.70263 3.40864 -5.03449
H: 2.09389 -1.89546 6.08145
H: 1.62673 4.65414 -3.37226

Cartesian forces (eV/Å) of the 6 atoms listed first:
2.2228 -0.6108 1.6144
0.9613 0.3738 0.0015
-0.6513 -0.8040 0.5606
-0.9833 0.0803 -0.3750
-0.0636 -0.4274 -1.2333
0.2984 0.3031 0.0447

Summary:
Charge   +1
Kohn-Sham gap   5.1194 eV
HOMO energy   -9.83 eV
E_LUMO   -4.7 eV
E   -311906.4062 eV

Results of the Mulliken charge analysis, in e, for atoms 1 through 6: 0.19 0.06 -0.10 0.05 -0.36 -0.31

=====

2.
Molecular formula: C24H28N2O2
Method: DFT, ωB97M-V/def2-TZVPD

Element x y z (Å)
O: -1.59572 4.57401 -0.88334
O: 0.48747 3.89080 -1.12362
N: 1.93635 1.73977 -0.44640
N: -2.21893 0.92529 1.12949
C: 6.07854 -0.78642 0.63839
C: -2.71364 -1.27922 -0.57921
C: 3.75419 -1.21855 1.03535
C: -0.75113 3.73754 -0.65274
C: -4.80907 -1.68816 0.50332
C: 1.76966 -1.86459 -1.77084
C: -3.00624 -2.26160 -1.51009
C: 5.06589 -1.22039 1.47576
C: 1.35187 1.77366 0.89830
C: -1.03784 2.52411 0.13360
C: -5.10028 -2.67010 -0.42531
C: 3.43112 -0.78776 -0.24535
C: 5.77031 -0.35784 -0.64141
C: -3.61643 2.51246 -0.18008
C: -0.90121 0.68400 1.43175
C: -0.51431 -0.45697 2.30882
C: -0.13777 1.65522 0.83324
C: -2.31445 2.03025 0.34378
C: -4.19825 -2.95950 -1.43581
C: 1.99609 -0.78666 -0.70918
C: -3.32061 0.07355 1.47932
C: -3.61280 -0.98420 0.43534
C: 1.58153 0.59134 -1.26450
C: 4.45821 -0.35954 -1.07948
H: 2.39699 -1.68604 -2.64091
H: 2.94710 1.81337 -0.37801
H: -1.78207 -0.73742 -0.65142
H: 2.96960 -1.56331 1.69575
H: -4.42579 -3.72417 -2.16318
H: -6.03431 -3.20841 -0.36259
H: 0.49654 0.60263 -1.40068
H: 1.76067 0.98604 1.54517
H: 6.55534 -0.02048 -1.30235
H: -2.29957 -2.48049 -2.29713
H: 1.35527 -1.01707 0.14751
H: -5.51534 -1.46194 1.28964
H: 4.23475 -0.02537 -2.08226
H: 0.72941 -1.86662 -2.08920
H: 2.04111 0.74809 -2.24346
H: -3.10147 -0.41838 2.43276
H: -0.96129 -0.35389 3.29889
H: -0.84003 -1.40768 1.88382
H: -4.21218 0.69071 1.62464
H: -3.43832 3.37527 -0.81437
H: 1.07501 3.10977 -0.93413
H: 0.56367 -0.48523 2.43704
H: -4.27247 2.81973 0.63507
H: 2.01200 -2.84607 -1.36931
H: 7.10272 -0.78377 0.98034
H: 5.29670 -1.55982 2.47501
H: -4.11836 1.73162 -0.75288
H: 1.63178 2.73847 1.33715

Cartesian forces (eV/Å) of the 6 atoms listed first:
0.0735 0.0344 -0.0219
-0.0681 0.1907 0.0182
0.1802 0.1248 -0.0002
0.1472 0.2315 0.0713
0.0882 -0.0183 0.0655
0.0009 0.0702 0.0668

Summary:
Structure (SMILES)   Cc1c(CNC[C@@H](C)c2ccccc2)c(C(=O)O)c(C)n1Cc1ccccc1
ΔE to the lowest compared entry with this formula, charge and spin   59.0 kJ/mol
Kohn-Sham gap   8.6499 eV
HOMO energy   -8.10 eV
E_LUMO   0.5 eV
E   -32419.2057 eV

Results of the Mulliken charge analysis, in e, for atoms 1 through 6: -0.65 -0.60 -0.26 0.29 -0.41 0.37

=====

3.
Molecular formula: C24H28N2O7
Method: DFT, ωB97M-V/def2-TZVPD

Element x y z (Å)
O: 0.26123 1.19506 -0.54607
O: 2.39336 2.24044 1.00503
O: -2.56798 2.89805 -0.85866
O: 0.70912 -3.62818 1.14417
O: 1.13307 -0.25428 -2.02135
O: -0.06430 -1.54721 1.41875
O: 4.46671 2.43411 0.19028
N: 4.00243 -1.71876 -0.87013
N: -2.61352 0.63549 -0.96131
C: -6.39271 -0.44227 0.35299
C: 3.30539 0.34422 0.02675
C: -3.91998 0.43066 -0.49192
C: -3.15184 -1.67559 -1.26083
C: -2.04016 -0.94680 2.62412
C: 2.96172 -2.42849 -0.32867
C: -0.55058 1.81655 -1.53672
C: 2.41501 3.62231 1.35186
C: 4.25136 -0.39555 -0.59564
C: 1.93102 -0.25490 0.26613
C: -2.00402 -0.65536 -1.28085
C: -1.16084 -2.08975 2.15277
C: -4.79948 1.34974 0.05155
C: 5.60997 0.06396 -1.00544
C: -5.50609 -1.35777 -0.19989
C: -6.04004 0.89100 0.47213
C: 3.48363 1.75225 0.39656
C: 0.85177 -2.43483 0.97562
C: 1.96479 -1.76715 0.30564
C: -4.27161 -0.91378 -0.61850
C: 1.03992 3.99703 1.87253
C: 1.06901 0.20282 -0.90794
C: -2.01433 1.84060 -1.08397
C: 3.08187 -3.90578 -0.49343
H: -0.76677 -2.66487 2.99846
H: -2.87604 -1.34282 3.19350
H: -6.73991 1.59224 0.90081
H: -7.36337 -0.77443 0.68877
H: 0.28346 3.77328 1.12527
H: -1.25638 -0.90063 -0.52147
H: -2.88700 -2.57441 -0.70438
H: -0.22234 2.85568 -1.63771
H: -0.42612 1.29788 -2.49433
H: 3.11433 -4.15119 -1.55451
H: -5.77715 -2.39814 -0.30000
H: -2.42779 -0.38497 1.77911
H: -1.71483 -2.78281 1.50885
H: 3.19138 3.78880 2.10815
H: 5.72032 -0.04515 -2.08398
H: 1.49481 0.15226 1.17954
H: 4.00203 -4.26133 -0.03053
H: 0.81280 3.43026 2.77136
H: -1.50603 -0.62052 -2.25137
H: 5.75306 1.10474 -0.73728
H: -3.43367 -1.98181 -2.27127
H: -4.52691 2.38719 0.14101
H: 2.23866 -4.40826 -0.03358
H: 2.68101 4.20620 0.46308
H: 4.72352 -2.23861 -1.34892
H: -1.46782 -0.27150 3.25417
H: 6.37442 -0.54163 -0.51929
H: 1.01200 5.05778 2.10403

Cartesian forces (eV/Å) of the 6 atoms listed first:
-0.4599 0.3440 0.2930
-0.1139 -0.2676 0.0477
-0.0697 0.2208 0.0290
-0.1186 0.1318 0.0737
0.0074 0.0300 0.0424
0.2024 0.2865 -0.1033

Summary:
Structure (SMILES)   CCOC(=O)C1=C(C)NC(C)=C(C(=O)OCC)C1C(=O)OCC(=O)N1CCc2ccccc21
ΔE to the lowest compared entry with this formula, charge and spin   89.6 kJ/mol
Kohn-Sham gap   8.6143 eV
HOMO energy   -8.27 eV
E_LUMO   0.3 eV
E   -42656.8774 eV

Results of the Mulliken charge analysis, in e, for atoms 1 through 6: -0.05 -0.13 -0.69 -0.73 -0.69 -0.14